DFT (the ωB97M-V functional and the def2-TZVPD basis) results for a molecular structure, C77H73BrN5OP2STl.

Molecular weight in g mol⁻¹: 1462.767
HOMO in Eh: -0.2223
Kohn-Sham gap in eV: 6.12

Structure (XYZ):
```
161
Properties=species:S:1:pos:R:3:forces:R:3:nbo_charge:R:1
Tl -0.056116 -0.474029 -0.052799 0.1 0.1 -0.2 0.6927
C -5.151016 3.470054 -5.502228 0.0 0.0 0.0 -0.5972
C -3.625320 3.518624 -5.675686 0.0 0.1 0.1 -0.0675
C -3.321571 3.396708 -7.170580 0.0 0.0 0.0 -0.6030
C -3.108710 4.881610 -5.184938 -0.1 0.0 0.0 -0.5970
C -2.958634 2.413037 -4.855471 0.0 0.0 -0.1 -0.1263
C -3.312682 2.212903 -3.528471 0.0 0.0 0.1 -0.1828
C -2.674262 1.246189 -2.782113 0.0 -0.2 0.1 -0.1754
Br -3.276841 0.953610 -0.989379 0.0 0.1 -0.2 0.0268
C -1.621733 0.412683 -3.243806 0.0 0.2 0.1 0.3129
O -1.016876 -0.405039 -2.447964 0.1 -0.2 -0.4 -0.8791
C -1.315663 0.587969 -4.638203 0.0 0.0 0.0 -0.0335
C -1.968686 1.573548 -5.371590 0.0 0.0 0.1 -0.1758
C -0.282960 -0.324601 -5.309054 0.0 0.0 0.2 -0.0981
C -0.130182 -0.051587 -6.805166 0.0 0.0 0.0 -0.6035
C 1.090771 -0.117078 -4.650244 0.0 -0.1 0.0 -0.6005
C -0.744338 -1.785474 -5.167008 0.0 0.1 0.0 -0.6018
H -5.628799 4.204718 -6.156849 0.0 0.0 0.0 0.1984
H -5.446494 3.695893 -4.475836 0.0 0.0 0.0 0.2046
H -5.532383 2.478604 -5.756336 0.0 0.0 0.0 0.2122
H -3.875300 4.163713 -7.717359 0.0 0.0 0.0 0.2038
H -3.623460 2.419835 -7.555530 0.0 0.0 0.0 0.2112
H -2.260077 3.540918 -7.382136 0.0 0.0 0.0 0.2053
H -3.594396 5.701826 -5.724593 0.0 0.0 0.0 0.1971
H -2.029188 4.954242 -5.338993 0.0 0.0 0.0 0.2050
H -3.306186 5.003469 -4.116864 0.0 0.0 0.0 0.2086
H -4.087878 2.806446 -3.058332 0.0 0.0 0.0 0.2074
H -1.691589 1.695582 -6.409383 0.0 0.0 0.0 0.1961
H 0.241256 0.957683 -6.999356 0.0 0.0 0.0 0.2031
H -1.076018 -0.184828 -7.336391 0.0 0.0 0.0 0.2061
H 0.592341 -0.759385 -7.222430 0.0 0.0 0.0 0.2039
H 1.445565 0.899768 -4.846919 0.0 0.0 0.0 0.1967
H 1.823778 -0.821708 -5.058611 0.0 0.0 0.0 0.1892
H 1.026532 -0.263209 -3.572467 0.0 0.0 0.0 0.2400
H -1.676829 -1.934706 -5.718893 0.0 0.0 0.0 0.2037
H -0.931069 -2.027573 -4.123274 0.0 0.0 0.1 0.2291
H 0.009793 -2.465386 -5.573842 0.0 0.0 0.0 0.1897
C 4.222224 2.343081 -1.096111 0.0 0.1 0.0 -0.2554
C 2.944565 1.823098 -0.841472 -0.1 -0.1 0.1 0.0665
N 2.735418 0.674053 -0.236181 0.0 0.0 0.0 -0.4259
C 3.801467 -0.057532 0.146552 0.0 0.1 -0.1 0.2401
C 5.122649 0.364208 -0.089469 -0.1 0.0 0.0 -0.1157
C 5.312337 1.609834 -0.713014 0.0 0.0 0.0 -0.1366
C 6.226377 -0.473744 0.279934 0.1 0.0 0.0 -0.1774
C 6.017539 -1.688938 0.822778 0.0 0.0 0.0 -0.2032
C 4.686998 -2.157815 1.079116 -0.1 0.0 0.0 -0.0231
C 4.438192 -3.438180 1.606468 0.1 0.0 0.0 -0.1704
C 3.147874 -3.847916 1.797918 -0.1 -0.1 0.1 -0.2083
C 2.112036 -2.942708 1.518207 -0.1 0.1 0.0 0.0427
N 2.314194 -1.725178 1.064917 0.2 0.0 -0.1 -0.4234
C 3.578074 -1.339784 0.793309 0.0 -0.2 0.1 0.1220
H 4.327749 3.297087 -1.596816 0.0 0.0 0.0 0.2263
H 2.061879 2.379531 -1.144487 0.0 0.0 0.0 0.2077
H 6.320033 1.966166 -0.892934 0.0 0.0 0.0 0.2155
H 7.232313 -0.115455 0.092801 0.0 0.0 0.0 0.2144
H 6.850705 -2.338169 1.066532 0.0 0.0 0.0 0.2149
H 5.275606 -4.087293 1.838642 0.0 0.0 0.0 0.2131
H 2.912910 -4.837068 2.171759 0.0 0.0 0.0 0.2177
H 1.073742 -3.227270 1.672361 0.0 0.0 0.0 0.2222
C -0.193797 1.303906 4.633682 0.1 0.2 -0.4 -0.4943
N 0.308967 2.641169 4.325500 -0.2 0.0 -0.2 -0.4737
C -0.330344 3.394219 3.240134 -0.1 -0.3 0.3 -0.5168
P -1.083421 2.348469 1.886164 -0.2 0.6 -0.1 0.8353
C -1.207789 3.656034 0.586176 0.1 -0.1 0.0 -0.2363
C -0.768000 3.296472 -0.688285 0.0 0.0 0.1 -0.2454
C -0.841000 4.182978 -1.754695 0.0 0.0 0.0 -0.1573
C -1.362295 5.452580 -1.556237 0.0 0.0 0.0 -0.2106
C -1.802292 5.826974 -0.292389 0.0 0.0 0.0 -0.2187
C -1.720518 4.939798 0.771576 0.0 0.0 0.0 -0.2356
C -2.842362 2.222941 2.438717 0.1 -0.2 0.0 -0.3674
C -3.590298 3.224368 3.057104 -0.1 -0.1 0.0 -0.2031
C -4.936862 3.037102 3.335128 0.0 0.0 0.0 -0.1996
C -5.560015 1.840578 3.003613 0.0 0.0 0.0 -0.2082
C -4.822948 0.823294 2.417360 0.0 0.0 0.0 -0.2351
C -3.472076 1.010294 2.148402 0.0 0.0 0.2 -0.1278
C 0.979053 3.384222 5.299100 0.0 0.0 0.0 0.2692
C 0.970675 4.787233 5.279676 0.0 0.0 0.0 -0.2999
C 1.657478 5.520125 6.239306 0.0 -0.1 0.0 -0.1879
C 2.374799 4.889797 7.242789 0.0 0.0 0.0 -0.2667
C 2.394917 3.501301 7.266900 0.0 0.0 0.0 -0.1753
C 1.715226 2.758957 6.317360 0.0 0.0 0.1 -0.2917
P 0.585019 0.021642 3.473185 0.2 -0.1 0.5 0.8755
C 2.335973 0.326476 3.941584 0.0 -0.1 0.0 -0.3689
C 3.003870 -0.208829 5.043548 0.1 0.0 -0.1 -0.1581
C 4.341472 0.086618 5.270479 0.0 0.0 0.0 -0.2347
C 5.023930 0.944516 4.417739 0.0 0.0 0.0 -0.2052
C 4.355487 1.526041 3.349540 0.0 0.0 0.0 -0.2100
C 3.024170 1.211981 3.112353 0.0 0.0 0.0 -0.1880
C 0.119307 -1.502976 4.389364 -0.1 0.0 -0.1 -0.3445
C -1.231523 -1.665702 4.718898 0.0 0.1 0.0 -0.1604
C -1.690825 -2.839699 5.297860 0.0 0.0 0.0 -0.2317
C -0.815385 -3.888839 5.542208 0.0 0.0 0.0 -0.2190
C 0.517840 -3.759990 5.181588 0.0 0.0 0.0 -0.2001
C 0.978128 -2.582213 4.607805 0.0 0.0 0.0 -0.2235
H -1.280757 1.285939 4.504451 0.0 -0.1 0.0 0.2178
H 0.022826 1.033105 5.662509 0.0 0.1 0.1 0.2281
H 0.425229 4.007231 2.744387 0.0 0.0 0.0 0.2291
H -1.094144 4.069443 3.642871 0.0 0.1 0.0 0.1891
H -0.393482 2.293035 -0.854029 0.0 0.0 0.0 0.2200
H -0.508599 3.872169 -2.738261 0.0 0.0 0.0 0.2184
H -1.422674 6.150748 -2.382071 0.0 0.0 0.0 0.2134
H -2.218621 6.815487 -0.136371 0.0 0.0 0.0 0.2110
H -2.063226 5.262875 1.746837 0.0 0.0 0.0 0.2029
H -3.139150 4.168159 3.333254 0.0 0.0 0.0 0.2039
H -5.502973 3.835516 3.799347 0.0 0.0 0.0 0.2118
H -6.618166 1.706606 3.194793 0.0 0.0 0.0 0.2123
H -5.306680 -0.108414 2.147991 0.0 0.1 0.0 0.2151
H -2.891019 0.217343 1.683570 -0.1 0.0 0.0 0.2132
H 0.420579 5.326711 4.522480 0.0 0.0 0.0 0.2123
H 1.617024 6.602115 6.197450 0.0 0.0 0.0 0.2089
H 2.909194 5.465179 7.987585 0.0 0.0 0.0 0.2101
H 2.954041 2.980546 8.035656 0.0 0.0 0.0 0.2075
H 1.781035 1.682098 6.358794 0.0 0.0 0.0 0.2118
H 2.477924 -0.850361 5.739659 0.0 0.0 0.0 0.2100
H 4.849324 -0.349703 6.123046 0.0 0.0 0.0 0.2117
H 6.069111 1.167446 4.594599 0.0 0.0 0.0 0.2127
H 4.874011 2.219189 2.696866 0.0 0.0 0.0 0.2145
H 2.504043 1.653674 2.268575 0.0 0.0 0.0 0.2273
H -1.932871 -0.861406 4.511585 0.0 -0.1 0.0 0.2031
H -2.736862 -2.947254 5.559513 0.0 0.1 0.0 0.2093
H -1.170201 -4.797081 6.013777 0.0 0.0 -0.1 0.2135
H 1.205056 -4.581126 5.350216 0.0 0.0 0.0 0.2108
H 2.019428 -2.502076 4.328212 0.0 0.0 0.0 0.2215
N -1.584375 -2.678626 1.009353 -0.1 -0.3 0.1 -0.3512
C -2.710947 -2.812079 1.198191 0.0 0.1 0.0 0.3185
C -4.121256 -2.960371 1.432394 -0.1 0.0 0.0 -0.1178
C -4.943339 -3.422882 0.405325 0.1 0.0 0.0 -0.1702
C -6.300210 -3.572207 0.632828 0.0 0.0 0.0 -0.2065
C -6.837457 -3.253072 1.873301 0.0 0.0 0.0 -0.1850
C -6.018503 -2.780246 2.890501 -0.1 0.0 0.0 -0.2058
C -4.658868 -2.633388 2.674991 0.1 0.0 0.0 -0.1860
H -4.512408 -3.647915 -0.561455 0.0 0.0 0.0 0.2343
H -6.941837 -3.930098 -0.161380 0.0 0.0 0.0 0.2250
H -7.900693 -3.364007 2.046008 0.0 0.0 0.0 0.2207
H -6.443967 -2.511341 3.848755 0.0 0.0 0.0 0.2225
H -4.008787 -2.252496 3.450916 0.0 0.0 0.0 0.2304
N 1.168949 -2.248054 -1.637880 -0.2 0.2 0.0 -1.2026
S 2.302839 -3.315816 -1.695113 -0.1 -0.2 -0.3 1.1229
C 2.997338 -3.387446 -3.351777 0.1 0.1 0.1 -0.1653
C 2.465652 -4.133882 -4.390960 -0.1 0.0 -0.1 -0.2242
C 3.029978 -4.030296 -5.654732 0.0 0.0 0.0 -0.2072
C 4.114529 -3.190334 -5.872492 0.0 0.0 0.0 -0.1986
C 4.637633 -2.439990 -4.826608 0.0 0.0 0.0 -0.1963
C 4.076568 -2.536939 -3.562753 0.0 0.0 0.0 -0.2248
C 1.603123 -4.979573 -1.594143 0.1 0.0 0.2 -0.2799
C 0.297813 -5.090529 -1.149787 -0.1 0.0 0.0 -0.1625
C -0.224664 -6.351832 -0.886976 0.1 -0.1 0.0 -0.2055
C 0.564487 -7.480653 -1.057725 -0.1 0.0 0.0 -0.2115
C 1.878784 -7.356702 -1.496376 0.0 0.0 0.0 -0.2087
C 2.407094 -6.101887 -1.758417 0.0 0.0 0.0 -0.2106
H 0.504381 -2.257599 -2.413298 0.1 0.0 -0.1 0.3941
H 1.620635 -4.789982 -4.221287 0.0 0.0 0.0 0.2318
H 2.614498 -4.602274 -6.474685 0.0 0.0 0.0 0.2200
H 4.551618 -3.117458 -6.860427 0.0 0.0 0.0 0.2181
H 5.478453 -1.779001 -4.996865 0.0 0.0 0.0 0.2177
H 4.458320 -1.943590 -2.736633 0.0 0.0 -0.1 0.2259
H -0.290027 -4.189908 -1.001624 0.0 0.0 0.0 0.2460
H -1.244826 -6.450011 -0.537040 0.0 0.0 0.0 0.2160
H 0.158921 -8.461624 -0.843124 0.0 0.0 0.0 0.2159
H 2.493872 -8.238335 -1.627419 0.0 0.0 0.0 0.2169
H 3.433113 -5.991549 -2.093892 0.0 0.0 0.0 0.2224
```
Positions in Å, forces in eV/Å.